The following is a quantum chemistry calculation of C35H55N4OP2Sr as an isolated structure at a distorted geometry, from the OMol25 dataset.

Cartesian coordinates (Å):
C  1.604  1.739  -1.690
C  -0.041  2.937  -0.502
C  2.096  2.903  -2.273
C  0.496  4.146  -1.009
C  1.557  4.136  -1.891
H  2.905  2.808  -3.003
H  0.002  5.070  -0.688
H  1.967  5.057  -2.298
N  0.566  1.736  -0.836
P  2.505  -0.849  -0.685
P  -2.275  1.605  0.697
C  2.299  0.391  -2.047
H  1.687  -0.084  -2.835
H  3.291  0.588  -2.491
C  -1.569  -2.680  1.737
O  -1.968  -3.701  2.087
C  -1.223  2.970  0.336
H  -1.475  3.940  0.767
C  -3.572  1.379  -0.692
C  -2.989  1.634  2.491
C  2.591  -2.684  -1.270
C  3.939  -0.211  0.363
C  -4.037  -0.090  -0.703
H  -4.591  -0.374  0.199
H  -4.690  -0.259  -1.571
H  -3.189  -0.778  -0.798
C  -4.737  2.334  -0.428
H  -5.314  2.069  0.465
H  -4.403  3.371  -0.315
H  -5.436  2.309  -1.275
C  -2.912  1.690  -2.043
H  -3.632  1.491  -2.853
H  -2.589  2.736  -2.113
H  -2.035  1.052  -2.213
C  -4.022  0.505  2.679
H  -3.590  -0.481  2.446
H  -4.318  0.482  3.741
H  -4.928  0.637  2.076
C  -1.860  1.392  3.506
H  -1.447  0.374  3.434
H  -1.038  2.113  3.407
H  -2.280  1.490  4.520
C  -3.588  3.017  2.740
H  -4.400  3.264  2.047
H  -3.991  3.039  3.764
H  -2.819  3.796  2.659
C  4.027  -1.034  1.661
H  4.890  -0.672  2.242
H  3.128  -0.892  2.272
H  4.145  -2.113  1.493
C  3.661  1.254  0.758
H  3.717  1.935  -0.102
H  2.673  1.360  1.235
H  4.413  1.564  1.503
C  5.244  -0.324  -0.424
H  6.009  0.283  0.084
H  5.608  -1.357  -0.458
H  5.150  0.036  -1.454
C  2.181  -2.742  -2.744
H  2.868  -2.195  -3.405
H  2.160  -3.796  -3.068
H  1.171  -2.335  -2.873
C  1.558  -3.483  -0.435
H  0.526  -3.146  -0.616
H  1.613  -4.539  -0.743
H  1.762  -3.432  0.648
C  3.974  -3.317  -1.094
H  4.743  -2.812  -1.690
H  4.298  -3.340  -0.047
H  3.924  -4.364  -1.437
Sr  -0.053  -0.375  0.801
N  -0.817  -1.289  -1.393
C  -1.214  -1.503  -2.473
C  -1.846  -2.049  -3.727
C  -2.602  -0.937  -4.452
C  -0.767  -2.600  -4.661
C  -2.797  -3.169  -3.309
H  -3.427  -0.552  -3.835
H  -1.924  -0.109  -4.702
H  -3.024  -1.336  -5.386
H  -0.255  -3.456  -4.202
H  -1.233  -2.947  -5.594
H  -0.039  -1.816  -4.915
H  -3.251  -3.625  -4.200
H  -2.251  -3.948  -2.757
H  -3.597  -2.774  -2.666
N  2.529  3.389  6.390
C  2.231  2.390  5.858
C  1.860  1.159  5.201
C  1.799  -0.058  5.889
C  1.378  -1.181  5.192
C  1.036  -1.056  3.834
N  1.100  0.113  3.162
C  1.528  1.219  3.838
H  2.066  -0.104  6.949
H  1.296  -2.161  5.646
H  0.706  -1.940  3.266
H  1.577  2.164  3.297

Values from the calculation:
- Kohn-Sham gap (eV) = 5.034
- total energy (eV) = -64604.35968
- charge = +1
- E_HOMO (eV) = -8.155

Mulliken atomic charge list, values in e, 2 entries: -0.709 0.195